1.
12
Properties=species:S:1:pos:R:3 method="wB97M-V/def2-TZVPD" homo_lumo_gap_ha=0.360 mol_weight_g_mol=90.08 multiplicity=1
C -1.47253 -0.58319 -0.22794
C -1.30929 0.64134 0.45068
O -1.17725 0.55664 1.85801
H -1.80865 -0.60236 -1.23302
H -1.25709 -1.50276 0.28323
H -1.42954 1.61978 -0.13198
H -0.31284 0.18913 1.83738
O 1.23981 0.66288 0.33334
C 1.98806 0.24821 -0.50629
O 1.77344 -0.91663 -1.15070
H 2.86658 0.92523 -0.63124
H 0.89930 -1.23828 -0.88148

2.
12
Properties=species:S:1:pos:R:3 method="wB97M-V/def2-TZVPD" homo_lumo_gap_ha="0.307 / 0.307" mol_weight_g_mol=90.08 multiplicity=1
O -0.39417 0.46797 -1.97416
C -1.01461 0.03230 -0.83785
C -0.36218 -1.08014 -0.03541
O 0.97943 -0.89271 -0.27406
C -0.52679 0.21380 0.57271
O 1.33439 0.82992 1.55263
H 0.49281 0.05424 -1.88765
H -2.10123 0.14288 -0.87966
H -0.77312 -2.05475 0.23157
H 1.61196 0.04197 1.01627
H -0.89756 0.66114 1.48193
H 1.65108 1.58338 1.03368

How do the records compare in relative energy (zero: lowest compared OMol25 entry of this formula, charge and spin)? In the order shown, they have 2.547 5.842 eV.